(1)
Computed, not measured: a cluster of 11 separate species, C33H88O11 in total in a non-equilibrium geometry, with ωB97M-V/def2-TZVPD.

Structure (XYZ):
```
132
C33H88O11 ωB97M-V/def2-TZVPD
H 5.9008 -2.2791 -7.9818
H -7.2356 -6.7202 -5.7437
H 11.1211 -2.6444 0.8099
H -2.9616 -11.8916 3.2670
O 9.8028 -2.5881 -0.5875
H -4.2576 7.3942 2.5249
H -7.2986 3.4007 -5.4676
H 9.6057 -0.8665 1.5635
H -4.4792 8.5418 3.7686
O -5.1642 -11.7922 4.6917
H 1.1538 -0.2881 -0.2685
H 1.2605 7.2489 -4.2159
H 7.1887 5.2913 6.0717
H -3.8717 -10.6744 5.8962
H 4.3940 -7.8302 2.0817
C -0.4231 -0.6592 1.3286
C 3.7413 6.7779 -3.0520
C 11.9258 -1.6705 -0.9642
H -13.2475 1.4298 1.6186
H 3.7478 -5.9572 3.4682
H -11.6864 2.8819 4.4789
H -1.9032 -10.9996 4.2856
H -2.3115 8.0069 5.7164
H 4.3218 7.5225 7.3310
H 6.4615 -6.1509 5.4472
H -4.0961 -9.5475 3.0810
C 3.0616 8.1229 -3.0490
H 6.1175 4.2272 5.1665
H 4.1256 6.6386 -4.0624
H -11.6276 2.7041 1.4530
H 4.3142 -8.8920 3.5191
C -4.2040 -9.5359 4.1655
O -6.1449 5.8010 -4.8665
C 4.9267 -8.1800 2.9659
C 0.9626 -0.2345 0.8032
H -11.1543 0.2461 1.9708
H 6.0386 4.2409 6.9481
H -4.9311 -7.6048 -4.0970
C 4.9585 6.6384 7.2985
H 6.2933 -7.7452 5.5968
H -4.6231 4.5523 -4.5514
C 6.1919 4.8505 6.0575
C 6.4378 -0.8221 -9.5636
H 5.8684 7.0691 7.7165
C -1.6075 -0.0419 0.4860
H -6.3626 -6.7214 -3.4286
C -2.7959 7.1934 4.0836
H -1.5361 -0.1521 -0.5961
C 10.1658 -0.6227 0.6608
C -6.3822 3.4890 -4.8839
H -1.7667 1.0302 0.6021
H 2.8641 6.1803 -2.8040
H -11.2010 0.6023 3.6827
H -9.8555 1.2823 2.7739
C -10.9079 1.0051 2.7132
C -4.0173 -10.9237 4.8451
H -10.7112 4.0347 3.4334
H -6.4837 -8.3596 -3.9887
H 1.0175 8.7769 -3.4370
H -5.0448 -5.0251 -4.8962
H -3.3592 5.9796 5.8591
H -2.0771 6.7748 3.3792
H -5.9097 2.5173 -4.7406
H 5.7561 0.6831 -7.2141
O -5.3407 -7.2550 -6.5639
C -5.9983 -7.4056 -4.1949
H -3.2542 8.7535 2.4674
O 7.6429 -1.1776 -7.5158
H -5.1498 -9.0161 4.3180
H 4.4516 6.4255 -2.3040
H 3.2117 6.1963 5.8328
H -5.7535 -4.8456 -6.4426
C -11.7962 2.2466 2.4279
H -1.2466 -2.3052 1.8558
H 2.0501 8.5627 -4.8715
H 6.7931 -1.5302 -10.3122
H 6.9236 0.1463 -9.6833
C 10.7923 -1.9165 0.0682
H 9.5676 -2.0906 -1.3741
H 2.8028 8.4049 -2.0284
C 5.3456 -6.8843 3.6462
C -5.4590 4.6137 -5.2482
H 8.1813 -1.9626 -7.6405
C -2.7806 -11.6458 4.3134
O 4.2435 -6.3213 4.2052
H 5.3688 -0.7475 -9.7631
H -12.2986 4.1743 3.4271
H -6.7382 3.6793 -3.8714
O -13.1819 1.7933 2.5047
H 11.0232 -0.0119 0.9435
O 3.7836 5.4517 5.6326
H -6.7186 -4.7328 -4.8670
C -11.5700 3.3679 3.5101
H -3.3986 -8.9279 4.5775
H 5.3183 -0.8320 -6.2910
H -2.6322 -12.5426 4.9149
H 11.6252 -1.1065 -1.8472
H -5.7992 -6.8013 -7.2749
C -5.0917 4.5553 -6.6835
H 5.7657 -8.7599 2.5813
H 1.1842 0.8088 1.0281
H 4.3528 -0.2838 -7.5522
H -0.6798 -0.3493 2.3416
H 5.3608 6.6815 5.1552
C 6.4769 -7.0265 4.7982
C -3.6974 8.0596 3.1818
H -2.8694 5.0731 4.5660
C 5.4020 -0.3467 -7.2634
H 5.8179 -6.1510 2.9926
O 3.9239 9.1338 -3.5005
O -0.5619 -2.0367 1.2387
H -6.0327 4.4205 -7.2168
C 1.7820 8.1518 -3.8982
H 1.8395 -0.7652 1.1740
H 4.7676 8.9941 -3.0645
O -1.9012 7.9148 4.8534
H 12.7438 -1.1959 -0.4222
C 5.0866 5.9808 5.9439
H -4.4430 5.8670 4.4494
H -4.3036 3.8504 -6.9482
C -6.1722 -6.7545 -5.5066
C -5.9562 -5.2490 -5.4504
H 7.4590 -7.2473 4.3801
H 9.6383 -0.0596 -0.1090
H 12.3764 -2.5350 -1.4517
H -4.8699 -12.6648 4.9629
H -5.5364 6.5134 -5.0759
H -4.8146 5.6092 -6.7087
H -2.6079 -0.4385 0.6592
C 6.3433 -1.2852 -8.0481
C -3.4096 5.9975 4.7705
H 4.5311 6.0643 8.1206
```

- Lowest unoccupied orbital energy: 0.523 eV
- Gap between HOMO and LUMO: 10.4 eV
- Energy relative to the best compared isomer or geometry (same formula, charge and spin): 176.7 kcal per mole
- Calculated total energy: -2137.4972 hartree
- SMILES: CC(C)O.CC(C)O.CC(C)O.CC(C)O.CC(C)O.CC(C)O.CC(C)O.CC(C)O.CC(C)O.CC(C)O.CC(C)O
- 2S+1: 1

Atom charges from the Mulliken analysis, given in e for atoms 1 to 99: H 0.246; H 0.159; H 0.278; H 0.339; O -0.550; H 0.364; H 0.333; H 0.292; H 0.312; O -0.543; H 0.335; H 0.359; H 0.356; H 0.142; H 0.316; C 0.543; C -1.283; C -1.213; H 0.328; H 0.333; H 0.283; H 0.348; H 0.328; H 0.409; H 0.349; H 0.303; C 0.535; H 0.326; H 0.327; H 0.303; H 0.280; C -1.241; O -0.542; C -1.078; C -1.306; H 0.307; H 0.320; H 0.347; C -1.380; H 0.341; H 0.265; C -1.221; C -1.092; H 0.357; C -1.246; H 0.305; C 0.549; H 0.306; C -1.055; C -1.343; H 0.355; H 0.307; H 0.301; H 0.331; C -1.054; C 0.574; H 0.373; H 0.328; H 0.297; H 0.288; H 0.297; H 0.117; H 0.357; H 0.339; O -0.536; C -1.265; H 0.328; O -0.542; H 0.340; H 0.395; H 0.326; H 0.381; C 0.294; H 0.336; H 0.327; H 0.343; H 0.295; C 0.281; H 0.345; H 0.211; C 0.440; C 0.367; H 0.307; C -1.305; O -0.541; H 0.292; H 0.328; H 0.342; O -0.539; H 0.310; O -0.547; H 0.340; C -1.256; H 0.344; H 0.302; H 0.384; H 0.328; H 0.339; C -0.956



(2)
Computed, not measured: a cluster of 11 separate species, C33H88O11 in total in a non-equilibrium geometry, with ωB97M-V/def2-TZVPD.

Structure (XYZ):
```
132
C33H88O11 ωB97M-V/def2-TZVPD
C 5.0498 -2.8642 0.1298
C -1.0292 -6.0676 0.0307
H 0.5011 -1.9726 2.4793
H 3.4374 -5.3014 -1.2156
H -0.6844 -4.1024 -0.5038
H 4.6180 -2.2875 4.6164
H -1.3873 -4.5940 4.2107
H 1.5326 -3.6122 0.0239
O 3.9079 -4.4663 -1.2700
H -0.7799 -1.9701 4.4286
H -2.7412 -3.5000 4.7983
H -3.9451 -0.3765 -3.6583
H 4.6599 2.6524 -2.6109
H 2.0088 1.5492 -0.7378
H -4.4328 -4.1208 -1.3021
O -0.0963 7.5951 0.0370
C -2.3287 -1.9212 -4.2656
H -5.7172 -3.1412 1.2044
C -2.0295 -3.7370 4.0074
C 4.3764 6.0819 2.6677
C -1.5497 5.7713 -0.4418
H 6.3870 4.6799 1.2457
H 5.4428 -0.8377 6.1786
C -2.2776 8.2322 -0.6896
C 2.5606 -1.8902 5.1905
H -2.6284 -4.1401 3.1907
H -3.3237 -0.4633 -1.0915
H 2.3310 -2.7236 -1.3015
C -3.6752 -2.0580 -6.3173
H 0.2124 0.3638 1.4960
C 3.7755 -3.7273 -0.0882
O 0.1984 -6.1686 0.7688
O -3.6377 -0.0692 -1.9086
O 3.0829 4.6739 1.1203
H -2.2534 5.4733 -1.2190
H -1.8977 9.2328 -0.4834
H -1.9214 5.6931 0.5799
C -4.5506 1.0152 -1.4640
H -4.7247 -4.5348 1.7143
H 0.1749 -1.3339 -0.2336
H 2.3312 -2.7321 5.8437
H 2.2257 -2.2902 4.2334
H 2.6350 3.6928 -1.4127
C 1.8317 1.2428 0.2932
H -2.1719 -7.4813 -1.1708
H -1.4843 -2.4277 -4.7332
H -2.9067 -1.8310 1.5129
H -2.5126 -0.3528 -5.7592
H 1.7678 -1.1561 5.3343
H -1.7458 -4.6673 -1.6791
C 4.2806 4.8111 1.8486
H 5.3292 3.4156 0.4825
C -0.8782 -4.9912 -1.1043
O -3.3018 -1.7651 0.6405
H 5.9893 -3.3375 0.4153
H -2.8759 8.1130 -1.5929
H 3.4935 0.5429 4.1530
H 3.4559 5.6790 -1.7201
H -1.2671 -0.3422 -0.3541
H 2.9676 1.9974 -3.1819
C -1.2874 -2.4280 3.5795
H -2.9603 -2.6801 -3.8038
C -1.1513 7.1714 -0.7850
H -4.9130 2.9797 -2.3932
O -4.2677 -0.6968 -4.5038
C -1.2610 -7.4624 -0.5724
H -3.2862 2.6965 -1.7016
C 5.4093 4.4477 0.8235
H -5.1575 2.2082 0.2719
H -2.9053 7.9771 0.1643
H 3.6429 -4.4621 0.7059
O 4.4979 -1.0075 6.1722
O -0.4403 1.9033 0.3044
C 3.6776 2.8146 -3.0547
H 4.2751 4.0583 2.6369
H -2.7807 -1.2581 3.8362
H 0.1038 -6.6907 1.5688
H -4.3425 -2.8422 -5.9599
H 3.7028 5.9661 3.5168
H 3.9513 3.1438 -4.0571
H 5.3342 6.2779 3.1497
C -4.7262 -3.4611 1.5263
C -0.2779 -2.7306 2.5606
H 1.3260 5.4610 -2.9162
H -2.7017 -3.6052 0.8045
H -1.8543 -1.3162 -3.4929
O 3.8197 5.0877 -2.3832
C 0.3683 0.7295 0.4811
H 5.1356 -2.2076 -0.7361
C 1.7631 4.5062 -3.2085
H -0.2751 2.2221 -0.5860
C 4.0183 -0.3641 3.8530
C -4.1196 2.2477 -2.2421
H -2.8634 -2.6239 -6.7742
C 4.0482 -1.4283 4.9701
C 2.3796 -2.9802 -0.2433
H -0.0221 -5.0986 -1.7705
H 5.4153 5.1298 -0.0267
H 4.0496 6.9304 2.0665
H 2.0014 2.2095 0.7674
H 0.9847 3.7484 -3.1203
H -5.1367 0.5090 0.4995
C -4.0193 -3.1734 -0.9563
H -0.4520 7.6299 0.9281
H -0.4841 -7.6871 -1.3032
H 2.7974 5.5555 0.8695
H -4.6040 -2.8253 2.4031
H -0.7607 7.2580 -1.7989
H -3.6959 2.1000 -3.2355
H -4.7131 -2.3565 -1.1549
C -4.5837 1.3164 0.0196
C -3.6410 -3.1403 0.5051
H 5.0424 -0.0197 3.7083
H 2.6279 0.5886 0.6483
H -3.5620 1.3400 0.3987
O -2.1720 -1.4516 3.1195
C -0.1867 -0.3403 -0.4984
H 0.1930 -3.6776 2.8241
H 1.9646 4.5930 -4.2762
H 4.9914 -2.2700 1.0417
H -4.1617 -1.4280 -7.0620
H 2.4043 -2.0575 0.3365
C 2.9501 4.0474 -2.3940
H -3.1909 -2.8392 -1.5810
H -1.4151 -8.2146 0.2013
H -0.6531 -2.7394 1.5373
C -3.1579 -1.0839 -5.2720
H -5.4927 0.6306 -1.8549
H 3.6320 -0.8988 2.9853
H -1.8116 -5.8615 0.7611
H -0.0564 -0.2563 -1.5774
H -0.7730 5.0267 -0.6165
```

- ⟨S²⟩: 0.75
- Lowest unoccupied orbital energy (spin up / spin down): -2.237 / -8.947 eV
- Gap between HOMO and LUMO (spin up / spin down): 9.2 / 2.5 eV
- Energy relative to the best compared isomer or geometry (same formula, charge and spin): 52.6 kcal per mole
- Calculated total energy: -2137.2518 hartree
- Total charge: +1
- 2S+1: 2

Atom charges from the Mulliken analysis, given in e for atoms 1 to 99: C -1.167; C 0.833; H -0.248; H 0.345; H -0.398; H 0.221; H 0.437; H -0.149; O -0.615; H 0.509; H 0.363; H 0.543; H 0.318; H -0.030; H 0.471; O -0.553; C -1.093; H 0.395; C -1.336; C -1.332; C -0.837; H 0.428; H 0.336; C -1.441; C -1.103; H 0.224; H -0.339; H 0.380; C -1.492; H 0.185; C 0.165; O -0.547; O -0.063; O -0.308; H 0.271; H 0.355; H 0.380; C 0.696; H 0.381; H -0.426; H 0.440; H 0.053; H -0.095; C -1.274; H 0.359; H 0.525; H -0.067; H 0.314; H 0.392; H 0.367; C 0.575; H 0.247; C -0.587; O -0.144; H 0.376; H 0.389; H 0.372; H 0.383; H -0.163; H 0.323; C 0.522; H 0.391; C 0.414; H 0.422; O -0.131; C -1.533; H 0.211; C -1.129; H 0.495; H 0.337; H 0.255; O -0.534; O -0.522; C -1.569; H 0.043; H 0.274; H 0.326; H 0.387; H 0.359; H 0.467; H 0.348; C -1.741; C -0.123; H 0.208; H -0.800; H 0.102; O -0.626; C 0.624; H 0.309; C -1.144; H 0.235; C -0.935; C -1.344; H 0.419; C 0.368; C -0.011; H 0.487; H 0.252; H 0.348